[1]
14
Properties=species:S:1:pos:R:3:forces:R:3:lowdin_charge:R:1 method="wB97M-V/def2-TZVPD" e_homo_ev=-9.421 fmax_ev_per_a=1.06 smiles="O=CC1C=C1.C" de_lowest_kj_mol=392.45 homo_lumo_gap_ev=10.29
O 2.7148 -0.9900 0.0405 -0.77 0.23 0.40 0.039
C 1.7060 -0.4504 0.4391 0.10 0.38 -0.51 -0.252
C 1.0509 0.6906 -0.3084 0.37 0.01 0.09 -0.211
C -0.3874 1.0485 -0.3611 0.28 0.42 -0.50 -0.118
C 0.2738 1.7308 0.5057 0.13 0.66 -0.83 0.006
H 1.2450 -0.6912 1.4295 0.09 -0.04 -0.29 0.131
H 1.5867 0.9985 -1.2062 0.40 -0.16 0.20 0.129
H -1.1791 1.0582 -1.0881 -0.07 -0.15 0.17 0.121
H 0.2840 2.7805 0.7166 0.26 0.11 0.79 0.097
C -1.4818 -1.2663 -0.0370 -0.14 -0.57 -0.35 -0.039
H -1.7278 -1.9775 0.7327 -0.34 -0.55 -0.01 0.033
H -2.3226 -1.0015 -0.6776 -0.16 -0.24 0.19 0.040
H -0.6710 -1.6322 -0.6728 -0.10 -0.01 0.23 0.049
H -1.1715 -0.3783 0.4741 -0.05 -0.09 0.42 -0.024


[2]
14
Properties=species:S:1:pos:R:3:forces:R:3:lowdin_charge:R:1 method="wB97M-V/def2-TZVPD" e_homo_ev=-7.970 fmax_ev_per_a=0.67 de_lowest_kj_mol=522.12 homo_lumo_gap_ev=8.59
C -0.4220 -2.4869 0.5043 0.52 -0.14 0.40 0.091
C -0.0888 0.2163 -0.1710 -0.02 -0.24 0.02 -0.282
C 0.0768 1.2328 -1.2723 0.11 0.14 -0.18 -0.098
C -0.7242 1.5791 -0.0713 -0.12 0.23 0.09 -0.099
C 1.0135 -0.1725 0.6914 -0.21 -0.31 -0.06 -0.155
O 1.1064 -1.3224 1.1206 -0.41 0.17 -0.30 -0.028
H -0.7298 -0.6478 -0.3449 0.06 0.27 -0.05 0.071
H 0.2922 -3.2848 0.2284 -0.02 0.11 0.19 -0.039
H -0.6811 -2.6966 1.5600 0.18 -0.02 -0.13 -0.036
H 1.0432 1.7124 -1.3937 -0.12 -0.05 0.02 0.104
H -0.4315 0.9699 -2.1954 0.11 0.15 0.15 0.109
H -1.8065 1.5607 -0.1299 0.13 0.12 -0.01 0.108
H -0.3117 2.2951 0.6327 -0.02 -0.08 -0.10 0.105
H 1.7850 0.5807 0.9693 -0.19 -0.35 -0.03 0.150


[3]
14
Properties=species:S:1:pos:R:3:forces:R:3:lowdin_charge:R:1 method="wB97M-V/def2-TZVPD" e_homo_ev=-8.197 fmax_ev_per_a=0.36 smiles="CC1=CCCO1" de_lowest_kj_mol=74.45 homo_lumo_gap_ev=9.33
C -2.0826 0.1438 0.6322 -0.01 -0.01 0.01 -0.018
C -0.6561 0.0127 0.2176 -0.14 0.17 -0.29 -0.373
C -0.1077 0.3477 -0.9478 -0.08 0.00 0.07 -0.057
C 1.3559 0.0013 -0.9332 0.11 0.00 -0.02 -0.157
C 1.5429 -0.3894 0.5483 0.24 0.01 -0.03 -0.151
O 0.2240 -0.5225 1.1209 -0.12 0.00 -0.02 -0.050
H -2.5068 -0.8195 0.9329 0.12 0.09 -0.01 0.085
H -2.2036 0.8411 1.4684 0.10 -0.13 -0.08 0.085
H -2.6529 0.5242 -0.2197 0.04 -0.06 0.17 0.081
H -0.6452 0.7745 -1.7835 0.06 -0.07 0.09 0.105
H 1.9928 0.8486 -1.2087 -0.04 -0.14 0.05 0.105
H 1.5912 -0.8235 -1.6194 -0.03 0.11 0.12 0.106
H 2.0703 0.3942 1.1048 -0.10 -0.09 -0.06 0.119
H 2.0778 -1.3333 0.6873 -0.15 0.13 0.00 0.117